Density functional theory data (wB97M-V/def2-TZVPD) for a cluster of 10 separate species, C19H61N17O10 in total.

XYZ file:
```
107
Properties=species:S:1:pos:R:3:forces:R:3:lowdin_charge:R:1
C -22.53880 2.59455 2.31410 0.572 -1.047 -0.907 -0.0889
O -21.16348 2.25675 2.19985 0.560 -0.920 0.531 -0.2106
C -20.26112 3.04793 2.92455 1.416 0.705 1.137 -0.2066
C -18.79793 2.46208 2.99832 -1.026 0.173 1.019 -0.4020
C -17.62968 3.30583 3.63584 -1.439 -0.367 -0.297 -0.0097
N -18.39529 2.14071 1.68819 0.142 0.243 -1.854 0.0345
H -22.87990 2.73072 3.34036 0.180 0.745 -0.028 0.0903
H -23.08085 1.71745 1.96057 0.031 -0.119 -0.059 0.0870
H -22.72265 3.35072 1.55089 -0.526 0.697 0.656 0.0815
H -20.23049 4.04913 2.49471 0.144 0.324 -0.140 0.1192
H -20.51755 3.14581 3.97942 -0.695 0.076 0.202 0.1167
H -18.90151 1.48433 3.46882 -0.053 0.141 1.163 0.1309
H -17.72730 4.34297 3.31506 0.208 0.049 -0.108 0.0771
H -16.72921 2.85170 3.22228 0.028 0.474 0.227 0.0332
H -17.51224 3.28399 4.71927 -0.336 -0.143 -0.065 0.0783
H -18.85370 1.26307 1.48892 0.596 -0.245 -0.705 0.0862
H -17.38641 2.09318 1.69283 -0.058 -0.729 -0.679 0.0412
C -21.27120 9.03955 -4.27947 0.647 -2.049 0.596 -0.0739
O -21.37100 7.65651 -3.75636 0.205 0.766 -0.308 -0.2279
C -20.47340 7.33383 -2.62937 -2.343 2.391 -1.494 -0.1869
C -19.07205 6.90645 -2.99248 0.046 -1.829 -0.571 -0.3612
C -19.00680 5.99340 -4.31368 -0.394 0.556 1.608 -0.0103
N -18.60860 6.13715 -1.80716 1.194 -0.095 -0.342 0.0350
H -20.21221 9.22549 -4.45854 0.046 0.398 -0.036 0.0755
H -21.68972 9.77867 -3.59636 -0.014 -0.072 0.176 0.0753
H -21.79150 9.07641 -5.23656 -0.086 -0.180 0.177 0.0800
H -20.55634 8.26114 -2.06252 0.979 0.234 0.519 0.1103
H -21.05680 6.67101 -1.99029 0.385 -0.812 -0.491 0.1215
H -18.37248 7.71638 -3.19916 -0.181 0.281 0.452 0.1286
H -17.98537 5.66629 -4.50802 -0.078 -0.009 0.306 0.0344
H -19.34209 6.51096 -5.21247 -0.172 0.223 0.258 0.0730
H -19.66393 5.14264 -4.13343 0.070 -0.184 -0.211 0.0715
H -19.17957 5.32977 -1.60166 -0.221 -0.286 -0.449 0.0459
H -18.61273 6.65366 -0.93923 -0.017 0.576 -0.119 0.0756
C -16.45014 5.97916 -7.15617 -1.556 1.207 -1.325 -0.1639
O -15.97652 6.22088 -5.89349 0.872 -1.502 1.044 -0.1936
C -15.45109 5.00541 -5.34837 2.265 1.004 -0.398 -0.1996
C -14.35230 5.42613 -4.35224 -2.188 -0.423 3.574 -0.3569
C -13.58472 4.23064 -3.69457 0.824 0.984 -1.243 -0.0570
N -15.03683 6.15476 -3.21693 0.185 0.028 -0.610 0.0395
H -15.72317 5.69390 -7.91660 0.582 0.346 0.101 0.0878
H -16.94460 6.92881 -7.36053 0.099 0.003 -0.939 0.0956
H -17.23602 5.23446 -7.28238 -0.245 -0.456 0.725 0.0874
H -16.27918 4.36106 -5.05312 0.261 -0.147 0.617 0.1272
H -14.82358 4.50787 -6.08782 -0.481 -0.404 -0.769 0.1173
H -13.70058 6.18083 -4.79244 0.176 -0.517 -0.468 0.1278
H -14.14397 3.32511 -3.45928 -0.232 0.065 -0.599 0.0783
H -13.06127 4.45860 -2.76606 -0.329 0.708 0.163 0.0633
H -12.74945 4.10455 -4.38343 0.033 -1.089 -0.113 0.0652
H -14.99681 5.60735 -2.36908 0.109 -0.109 -0.109 0.0063
H -16.01642 6.20961 -3.45674 -0.237 0.362 0.190 0.0276
N -17.61762 0.12703 -0.77669 -0.884 0.717 -0.490 0.1783
C -16.64228 -0.56595 -0.19512 -1.076 -0.058 -0.221 -0.7129
N -16.70012 -1.85205 -0.49878 -0.006 -1.675 -0.388 0.1815
O -15.88348 -0.08074 0.60573 1.829 1.180 1.770 0.0068
H -17.52285 1.12521 -0.65519 -0.090 0.154 -0.390 0.0401
H -18.09519 -0.28737 -1.56429 -0.098 0.630 0.190 0.1118
H -15.95499 -2.45952 -0.18917 -0.180 0.021 -0.639 0.1102
H -17.29241 -1.98757 -1.30558 0.595 -1.218 0.237 0.1086
N -13.60335 7.63719 2.32053 -3.418 3.931 1.849 0.1963
C -13.04166 6.59532 1.84957 1.186 0.578 -0.320 -0.7754
N -11.75496 6.75178 1.79893 5.549 -0.963 -0.754 0.1823
O -13.61741 5.62671 1.46631 -2.646 -3.138 -1.009 0.0389
H -14.59757 7.57905 2.48860 0.217 0.540 -0.017 0.1365
H -13.04015 8.44894 2.53022 -0.715 -0.139 0.251 0.1254
H -11.18446 5.93407 1.63772 -0.183 -0.024 -0.184 0.0947
H -11.20283 7.58858 1.92150 -0.723 -0.043 0.241 0.1223
N -12.20451 -2.90082 0.75022 2.334 -3.490 -1.005 0.1637
C -12.98595 -1.96775 0.28696 -0.785 -0.522 -3.606 -0.8226
N -13.36540 -1.23975 1.24902 -1.647 4.062 4.594 0.1544
O -13.44498 -1.79312 -0.83105 0.744 -0.800 -1.501 0.0404
H -12.07051 -3.65348 0.09018 0.720 -0.251 0.725 0.1235
H -11.84633 -2.81247 1.69043 0.246 -0.591 -0.598 0.1170
H -13.50037 -1.84666 2.04498 -0.648 1.175 0.556 0.1163
H -14.05425 -0.58769 0.90202 -0.765 0.209 0.915 0.0729
N -15.05525 -0.21793 5.23604 0.255 -6.337 4.952 0.1896
C -15.10644 0.86286 4.60295 0.945 1.591 1.305 -0.9522
N -15.22208 0.74563 3.38241 -1.448 -0.659 -9.228 0.1995
O -14.94166 1.92746 5.05632 0.307 5.755 3.897 0.0825
H -14.78536 -0.11554 6.20391 -0.145 -0.649 -0.163 0.1299
H -15.14138 -1.10629 4.76329 0.075 0.155 0.666 0.1146
H -15.23145 -0.14084 2.89848 -0.296 0.707 -0.423 0.0920
H -15.26521 1.65801 2.95136 0.303 -0.631 -0.850 0.0908
N -20.40270 3.11529 -0.66334 -0.142 1.137 3.979 0.1729
C -20.31612 2.89947 -1.94208 -0.396 -1.152 -2.213 -0.7379
N -19.01824 2.67079 -2.31723 -0.104 -0.624 -1.362 0.1581
O -21.32983 2.88621 -2.63358 0.511 0.301 -1.071 0.0040
H -19.70016 2.76789 -0.02628 0.098 0.360 0.311 0.0635
H -21.24141 3.52161 -0.27403 0.122 -0.510 -0.235 0.1038
H -18.28109 2.57686 -1.63320 -0.188 0.669 -0.044 0.0104
H -18.79392 2.21935 -3.19244 -0.565 0.228 -0.015 0.1049
N -15.05796 3.05911 0.37750 2.633 -1.564 2.515 0.2200
C -16.01709 3.45795 -0.37716 0.485 3.015 -0.317 -0.7086
N -15.90587 4.79853 -0.55942 -1.137 0.477 -0.737 0.1762
O -16.84023 2.74470 -0.85784 -1.995 -1.713 -1.690 0.0115
H -14.94604 2.06754 0.53360 0.083 0.152 0.475 0.1041
H -14.68114 3.82741 0.91399 0.916 -1.018 0.587 0.0811
H -16.61999 5.22700 -1.13087 -0.200 0.503 0.208 0.0645
H -15.25195 5.30755 0.01797 -0.225 0.310 -0.323 0.0807
N -11.73396 3.80739 1.26507 0.648 3.593 -0.603 0.1442
C -12.05245 2.86127 2.09851 -1.340 -1.887 1.063 -0.7825
N -11.39982 1.78523 1.77074 1.740 -3.924 0.266 0.1648
O -12.94127 2.90501 2.93389 -0.184 0.406 0.362 0.0543
H -11.30503 3.57694 0.38019 -0.698 0.333 0.095 0.1239
H -12.54209 4.38758 1.43940 -0.038 1.695 -1.680 0.0357
H -11.68593 0.92737 2.22054 0.652 -0.076 -0.193 0.1048
H -10.54585 1.93635 1.25305 -0.177 -0.951 0.252 0.1106
```
Forces are in eV/Å.

Its SMILES is COC[C@H](C)N.COC[C@H](C)N.COC[C@H](C)N.NC(N)=O.NC(N)=O.NC(N)=O.NC(N)=O.NC(N)=O.NC(N)=O.NC(N)=O. Its spin multiplicity is 1.

=====

Density functional theory data (wB97M-V/def2-TZVPD) for the molecule C13H18Cl2O2.

XYZ file:
```
35
Properties=species:S:1:pos:R:3:forces:R:3:nbo_charge:R:1
O -1.52555 -2.68377 -1.21355 -2.076 0.304 0.343 -0.5250
C -1.05048 -1.77186 -0.58170 -0.188 -1.435 -1.099 0.6194
C -1.67508 -0.78904 0.43828 1.067 -1.657 1.070 -0.5366
C -0.50386 0.03203 0.98804 0.716 -0.294 -1.285 -0.1350
C -0.59843 0.31325 2.51467 -0.025 1.017 -1.196 -0.3970
C -1.66795 1.44345 2.79680 -1.260 -1.402 -1.177 -0.3853
C -1.53538 2.70807 1.90213 -0.499 -2.603 1.201 -0.4131
C -1.41107 2.40376 0.48411 2.904 -0.242 -2.400 -0.3967
C -0.35394 1.34220 0.09280 0.454 -0.263 0.196 -0.3896
C 0.73599 -0.81954 0.50301 2.231 -0.962 -0.042 0.6462
O 1.87358 -0.88932 0.93873 -1.238 1.069 0.781 -0.5491
C 0.43975 -1.71446 -0.72310 -0.307 1.656 1.719 -0.4517
C 0.78363 -1.10497 -2.08337 0.524 1.293 -0.301 -0.3998
C 2.06407 -1.58707 -2.81668 -1.729 -1.546 1.596 -0.2056
Cl 2.12704 -0.78586 -4.42035 0.106 -0.238 0.703 -0.0258
C 3.26515 -1.36028 -1.89255 0.598 2.970 -1.356 -0.4098
Cl 4.75329 -1.54206 -2.86288 0.713 -0.792 0.101 -0.0666
H -2.16426 -1.38237 1.23561 0.524 -0.212 -0.225 0.2462
H -2.47270 -0.16744 0.18217 -1.231 0.883 -1.413 0.2442
H -0.83137 -0.61243 3.01716 -0.466 -0.289 0.191 0.2143
H 0.41799 0.50191 2.81361 0.433 0.763 0.440 0.2239
H -2.65754 0.93859 2.54146 0.916 0.591 0.355 0.1846
H -1.76887 1.74762 3.83829 0.365 -0.234 0.054 0.2209
H -2.39693 3.29338 1.91784 -1.537 1.177 1.014 0.2141
H -0.73862 3.19758 2.35198 1.712 1.522 0.158 0.2056
H -2.25885 1.99515 -0.00015 -1.639 -0.141 0.145 0.1979
H -1.18977 3.31262 -0.10573 -0.045 -0.218 0.273 0.2191
H -0.52742 1.15912 -0.99435 0.065 -0.402 0.789 0.2101
H 0.71960 1.61633 0.13263 -0.594 0.491 0.342 0.2167
H 0.84798 -2.73939 -0.59953 -0.183 0.701 0.053 0.2616
H 0.87040 -0.01548 -2.02782 0.136 -0.002 0.323 0.2122
H -0.09977 -1.22425 -2.67708 -0.199 -0.514 -0.885 0.2374
H 1.85614 -2.67030 -2.94659 0.693 0.505 -0.491 0.2206
H 3.32902 -0.19839 -1.79459 -0.513 -2.117 0.874 0.2268
H 3.34420 -1.94680 -0.94930 -0.428 0.620 -0.854 0.2649
```
Forces are in eV/Å.

Its SMILES is O=C1CC2(CCCCC2)C(=O)[C@@H]1C[C@@H](Cl)CCl. Its spin multiplicity is 1.

=====

Density functional theory data (wB97M-V/def2-TZVPD) for a cluster of 2 separate species, C8H16N2O2Si in total.

XYZ file:
```
29
Properties=species:S:1:pos:R:3:forces:R:3:nbo_charge:R:1
C -3.66561 0.92335 0.68613 1.537 0.980 0.466 -0.3584
C -3.72588 -0.26925 0.00128 -1.040 0.750 -1.497 -0.1056
C -2.42398 1.43352 0.34675 0.084 1.523 1.074 -0.0912
C 3.38114 2.20261 -0.06231 1.042 -1.696 -1.600 -0.6364
C -0.90171 -3.28744 1.43151 0.920 -2.569 0.298 -0.6331
C 0.63864 -0.58935 -2.65146 1.945 -0.312 -1.028 -1.2308
C 2.06002 1.77814 -0.75639 -0.510 3.697 1.043 -0.0703
C -0.32615 -2.68697 0.15782 -2.009 -2.545 -2.739 -0.0752
N -2.65534 -0.37770 -0.77749 0.144 -2.418 -1.068 -0.3510
N -1.84295 0.63801 -0.55174 2.818 -0.874 -0.119 -0.3947
O 1.60094 0.62130 -0.12957 -0.693 -0.270 0.236 -0.9106
O 0.46497 -1.55818 0.27481 0.332 1.490 -0.031 -0.8973
Si 0.47376 -0.32038 -0.77816 -1.852 -0.224 -0.017 2.2898
H -4.31865 1.41422 1.35157 -0.850 0.173 0.485 0.2158
H -4.67090 -0.69633 -0.30148 0.247 -0.984 0.371 0.1999
H -1.97991 2.37703 0.66083 0.023 -0.358 -0.047 0.1952
H 3.32290 2.85872 0.76638 -0.778 0.755 0.741 0.2162
H 3.72771 1.23002 0.37614 0.528 0.906 -0.640 0.2250
H 4.10944 2.69674 -0.78075 -0.735 -0.992 0.775 0.2159
H -1.12695 -2.60676 2.19073 -0.142 1.518 1.062 0.2236
H -1.87824 -3.86555 1.33290 1.430 0.582 -0.523 0.2310
H -0.08995 -4.00854 1.86929 -1.617 1.183 -0.601 0.2004
H 1.67446 -1.00362 -3.01729 -1.456 0.380 1.529 0.2704
H -0.05094 -1.35231 -3.09076 0.042 1.237 0.365 0.2845
H 0.73990 0.40197 -3.19016 -1.162 -1.016 0.541 0.2705
H 2.16188 1.57194 -1.84321 0.046 0.685 0.615 0.1761
H 1.32970 2.70425 -0.47441 1.118 -2.253 -1.391 0.1828
H -1.13735 -2.51007 -0.63946 0.774 -0.094 1.403 0.1956
H 0.28100 -3.51293 -0.30136 -0.185 0.746 0.295 0.1620
```
Forces are in eV/Å.

Its spin multiplicity is 1.

=====

no.,orbital gap (eV),total energy (hartree)
1,8.82,-2443.7891
2,9.55,-1576.9713
3,8.64,-863.8743